No. 1
Formula: C38H56N2S4SeTc
Source: the Open Molecules 2025 dataset
Level of theory: wB97M-V/def2-TZVPD

Each line ends with the Mulliken charge.
Geometry (Å):
1 Tc 0.31566 -0.09296 0.32707  0.252
2 C -2.50637 2.69369 -2.90285  -0.525
3 C -1.28337 3.20428 -3.66073  -0.968
4 S 0.33757 2.57044 -3.15445  -0.033
5 C 0.49050 0.95702 -3.93379  -1.169
6 C -0.23455 -0.23665 -3.30031  0.396
7 S -0.97302 0.07999 -1.67129  0.366
8 C -2.07334 -1.35431 -1.54481  1.197
9 C -2.86975 -1.28561 -0.24130  -1.624
10 S -2.12609 -0.20815 1.02426  0.319
11 C -3.22359 1.26637 0.90538  -0.667
12 C -3.56018 1.86139 -0.46165  -0.922
13 S -2.33982 3.02286 -1.12687  0.130
14 H -2.63064 1.61868 -3.04428  0.164
15 H -3.39631 3.18845 -3.29344  0.590
16 H -1.18743 4.28354 -3.52537  0.482
17 H -1.41257 3.03888 -4.73138  0.517
18 H 1.56396 0.76966 -3.93742  0.463
19 H 0.18426 1.04005 -4.97686  0.547
20 H 0.41413 -1.10727 -3.22387  -1.294
21 H -1.10097 -0.51269 -3.90424  1.108
22 H -1.48428 -2.26382 -1.57696  -1.794
23 H -2.73619 -1.33680 -2.41173  1.121
24 H -2.94590 -2.27845 0.19961  0.613
25 H -3.88141 -0.91553 -0.39721  0.657
26 H -2.80668 2.00357 1.59108  0.007
27 H -4.14549 0.89570 1.35625  0.670
28 H -4.51165 2.38187 -0.34131  0.762
29 H -3.73032 1.07548 -1.20004  0.288
30 C 1.39180 -3.62503 -3.95892  -1.807
31 C 0.07803 -4.19067 -3.41932  1.011
32 C -1.11988 -3.45695 -4.02937  -1.501
33 C -0.13250 -4.45234 -1.91537  1.189
34 C -0.72422 -5.69550 -1.66998  -1.102
35 C -1.11772 -6.11443 -0.41558  -1.677
36 C -0.91551 -5.27857 0.66285  -0.969
37 C -0.31349 -4.03756 0.49540  -0.055
38 C 0.01907 -3.25514 1.75374  4.264
39 C 1.35992 -3.74843 2.30593  -1.756
40 C -1.06165 -3.30757 2.83174  -1.784
41 C 0.08253 -3.62059 -0.79288  -0.761
42 N 0.72890 -2.33487 -0.85419  1.889
43 C 1.91786 -2.25721 -1.34269  0.028
44 C 2.70973 -1.09730 -1.07348  -1.870
45 C 4.05418 -0.83241 -1.22541  -1.134
46 C 4.42796 0.03606 -0.16812  -1.167
47 C 3.31607 0.22650 0.62565  -0.529
48 N 2.24131 -0.37924 0.01730  1.266
49 C 3.22846 0.59233 2.09479  2.219
50 C 3.36148 2.08419 2.41461  -1.319
51 C 1.95158 -0.03029 2.67955  -0.368
52 C 4.39167 -0.13342 2.80558  -1.901
53 H 1.39602 -3.74468 -5.04255  0.482
54 H 2.25929 -4.16280 -3.57279  0.407
55 H 1.52301 -2.55801 -3.76435  0.299
56 H 0.03472 -5.19631 -3.83722  0.501
57 H -1.18524 -2.42622 -3.67636  0.028
58 H -2.05659 -3.95919 -3.78400  0.320
59 H -1.02637 -3.42578 -5.11532  0.509
60 H -0.89355 -6.35513 -2.51106  0.425
61 H -1.56801 -7.08860 -0.28193  0.418
62 H -1.19917 -5.60895 1.65250  0.403
63 H 0.14905 -2.19508 1.47450  -2.171
64 H 1.31341 -4.82774 2.45801  0.429
65 H 1.59058 -3.29671 3.27210  0.485
66 H 2.17955 -3.54789 1.61220  0.345
67 H -1.09334 -4.28306 3.31643  0.577
68 H -2.05648 -3.10734 2.43183  0.324
69 H -0.85026 -2.57439 3.61196  0.361
70 H 2.39921 -3.11070 -1.80682  1.037
71 H 4.71427 -1.28279 -1.95049  0.609
72 H 5.43138 0.36277 0.05141  0.624
73 H 2.49851 2.67355 2.10500  0.064
74 H 4.24169 2.49986 1.92407  0.356
75 H 3.48282 2.21813 3.49093  0.432
76 H 0.98093 0.27317 2.19500  -0.896
77 H 1.78215 0.30764 3.70356  0.728
78 H 2.00457 -1.11556 2.67738  -0.013
79 H 5.34887 0.28891 2.50238  0.457
80 H 4.39645 -1.19835 2.57140  0.388
81 H 4.30212 -0.01154 3.88631  0.463
82 C -2.13290 6.67608 3.67719  -1.603
83 C -1.45314 5.59524 2.89374  0.578
84 C -1.44813 4.27510 3.33450  -0.802
85 C -0.81046 3.26181 2.63814  0.175
86 C -0.76954 1.90609 3.28321  -1.489
87 C -0.17091 3.57580 1.42437  0.867
88 Se 0.71781 2.34332 0.28687  0.419
89 C -0.13703 4.91742 0.96115  0.397
90 C 0.55004 5.40139 -0.29007  -1.747
91 C -0.78422 5.88608 1.71162  -0.744
92 H -2.72998 6.26830 4.49000  0.374
93 H -2.78013 7.27303 3.03435  0.396
94 H -1.39197 7.35283 4.10671  0.349
95 H -1.94052 4.03117 4.26860  0.420
96 H 0.14639 1.79480 3.86863  0.485
97 H -0.79662 1.08837 2.56224  -0.245
98 H -1.60795 1.77930 3.96617  0.427
99 H 0.82234 4.62123 -0.99087  0.121
100 H 1.46447 5.93657 -0.02600  0.420
101 H -0.09754 6.10935 -0.80826  0.464
102 H -0.77132 6.90833 1.35037  0.528

Atoms 1-3, force components in eV/Å:
Tc -0.32 -1.30 -0.68
C 0.03 -0.01 -0.01
C -0.01 -0.01 0.02

Properties
**HOMO (alpha / beta)**: -0.4788 / -0.4798 Eh
**Multiplicity**: 4
**LUMO (alpha / beta)**: -6.34 / -7.66 eV
**Gap between HOMO and LUMO (alpha / beta)**: 6.688 / 5.391 eV
**Net charge**: +2

=====

No. 2
Formula: C38H57AlBBrCl2LiN6O7PS2
Source: the Open Molecules 2025 dataset
Level of theory: wB97M-V/def2-TZVPD

Each line ends with the Mulliken charge.
Geometry (Å):
1 C 4.86846 0.75411 -1.38148  -1.586
2 C 3.47583 0.56572 -0.81234  0.107
3 O 2.82399 -0.63246 -1.29679  0.715
4 B 2.91012 -1.68188 -0.45168  0.393
5 O 4.02841 -1.93615 0.22178  -0.537
6 N 1.70180 -2.68378 -0.26837  0.555
7 C 1.53613 -3.31631 -1.64384  -1.425
8 N 2.88406 -3.44611 -2.15003  -0.238
9 C 0.60483 -2.55030 -2.57019  -0.115
10 C 1.32689 -1.73257 -3.65979  -1.079
11 C 0.76956 -0.33874 -3.90026  -0.269
12 C -0.55766 -0.29589 -4.61705  -0.315
13 S -0.85424 1.45329 -5.12516  -0.316
14 O -0.34924 -1.67540 -1.89552  0.574
15 C -0.78765 -2.16110 -0.64229  -1.792
16 C -1.60636 -3.46278 -0.89418  -0.873
17 C -2.88037 -3.55157 -0.10807  -0.648
18 C -3.09590 -4.55172 0.80269  -0.288
19 C -4.24615 -4.65270 1.51881  -0.848
20 C -5.26003 -3.75904 1.32520  -0.772
21 C -5.06509 -2.76846 0.40944  -0.742
22 C -3.90590 -2.64576 -0.30532  0.984
23 C -3.82933 -1.53297 -1.31429  -1.177
24 C 0.41645 -2.21576 0.33632  1.826
25 C 0.48071 -0.88430 1.09754  -1.902
26 C 0.32658 0.39645 0.30158  0.115
27 C -1.00469 1.14763 0.49203  1.877
28 C -0.76365 2.54373 -0.07633  -0.593
29 C -1.55909 3.64923 0.61130  -0.971
30 C -1.35273 3.60614 2.13855  -1.010
31 C -1.19073 4.96950 2.76252  -0.796
32 S -0.56840 4.84837 4.49142  -0.177
33 C -1.08452 3.26184 5.01825  0.153
34 N -2.23137 3.09986 5.56093  -0.022
35 N -2.34281 1.76642 5.84837  -0.304
36 C -1.27998 1.21569 5.47561  -0.433
37 O -0.41149 2.09859 4.92179  -0.156
38 P -0.00138 -3.40789 1.72033  0.343
39 N 0.24954 -4.93855 1.47479  -0.955
40 H 4.95332 0.27574 -2.34715  0.214
41 H 5.58617 0.36250 -0.67517  0.351
42 H 5.03834 1.82185 -1.45200  0.433
43 H 2.86199 1.40101 -1.15494  0.135
44 H 3.48895 0.62804 0.26681  0.121
45 H 3.91506 -1.59593 1.17877  0.329
46 H 2.06611 -3.42932 0.32824  0.973
47 H 1.13134 -4.31984 -1.54978  0.417
48 H 3.27287 -4.28310 -1.72761  0.304
49 H 2.79115 -3.71019 -3.13097  0.389
50 H 0.01433 -3.32621 -3.11075  0.593
51 H 1.22066 -2.27478 -4.59328  0.484
52 H 2.37635 -1.57231 -3.46821  -0.003
53 H 0.77879 0.26050 -3.00249  0.156
54 H 1.48720 0.12355 -4.56756  0.021
55 H -0.47068 -0.84384 -5.54395  0.553
56 H -1.37388 -0.63447 -4.00231  -0.056
57 H 0.23432 2.05074 -4.61473  0.144
58 H -1.49745 -1.44179 -0.27507  -0.247
59 H -1.93122 -3.39558 -1.92617  0.587
60 H -1.04294 -4.38153 -0.83260  0.986
61 H -2.32964 -5.28398 0.99219  0.566
62 H -4.40819 -5.43231 2.23977  0.447
63 H -6.17747 -3.85778 1.86962  0.419
64 H -5.86233 -2.06937 0.21720  0.412
65 H -4.82073 -1.22947 -1.62498  0.647
66 H -3.34366 -1.91032 -2.20731  0.263
67 H -3.30017 -0.65243 -0.96479  -0.181
68 H -0.41375 -0.92738 1.75810  1.063
69 H 1.34650 -0.83868 1.81414  -0.352
70 H 0.56050 0.29354 -0.74185  -0.886
71 H 1.06870 1.07755 0.70615  1.175
72 H -1.81830 0.71346 -0.08285  -1.834
73 H -1.20020 1.17509 1.55573  0.125
74 H -1.11109 2.45358 -1.14423  0.051
75 H 0.28639 2.79129 -0.13698  0.589
76 H -1.17618 4.59297 0.22514  0.527
77 H -2.62006 3.64414 0.36967  0.228
78 H -2.19194 3.06455 2.55588  0.429
79 H -0.45608 3.02594 2.32740  0.434
80 H -0.46753 5.53338 2.19358  0.516
81 H -2.15262 5.45614 2.83723  0.380
82 H -1.10363 0.16027 5.58006  0.657
83 H -1.30990 -3.03999 2.09543  0.049
84 H 0.82472 -2.94400 2.77028  0.059
85 H 0.58575 -5.11360 0.53438  0.364
86 Cl 0.63097 -4.90619 -4.23231  -0.560
87 C 5.62384 -0.69353 -6.29689  -0.722
88 C 5.99234 0.15777 -7.32933  -0.636
89 C 5.27937 1.32732 -7.56062  0.190
90 C 4.19996 1.64484 -6.74742  -0.527
91 C 3.83210 0.79497 -5.71278  0.087
92 C 4.54102 -0.37651 -5.48964  -0.183
93 H 6.18004 -1.60476 -6.12035  0.391
94 H 6.83912 -0.09123 -7.95657  0.373
95 H 5.57145 2.00594 -8.39159  -0.039
96 H 3.64286 2.55926 -6.91952  0.378
97 H 2.99315 1.04642 -5.07916  0.438
98 H 4.25201 -1.04131 -4.68531  0.444
99 Li 0.01309 -0.05389 4.02314  0.815
100 N -6.05412 3.68772 7.30029  -0.552
101 C -6.65627 3.93183 8.46233  -0.270
102 C -5.98159 4.07218 9.66535  -0.272
103 C -4.60173 3.94862 9.66263  -0.522
104 C -3.95773 3.69302 8.46361  -0.240
105 C -4.72578 3.57322 7.31545  -0.140
106 H -7.73668 4.01819 8.41955  0.364
107 H -6.52401 4.27257 10.57892  0.364
108 H -4.03760 4.05029 10.58088  0.368
109 H -2.88224 3.58900 8.41680  0.363
110 H -4.26386 3.37777 6.35781  0.649
111 Cl 5.49006 3.33282 -9.78201  -0.135
112 C 3.18810 0.12735 3.26317  0.618
113 O 4.23411 0.50336 2.69657  -0.711
114 O 2.46668 -0.88836 2.77829  -0.623
115 O 2.63754 0.70031 4.29014  -0.832
116 Al -2.96848 2.62782 -1.97778  0.739
117 Br 7.29780 3.66125 -10.94788  0.052

Atoms 1-3, force components in eV/Å:
C -0.35 -0.05 0.68
C 0.09 0.69 -0.78
O -1.16 0.20 0.58

Properties
**HOMO**: -0.2317 Eh
**Multiplicity**: 1
**LUMO**: -3.24 eV
**Gap between HOMO and LUMO**: 3.061 eV